(1)
ORCA calculation (the ωB97M-V functional and the def2-TZVPD basis) on C3H9O2PS as an isolated structure in a non-equilibrium geometry.

The geometry in ORCA input format:
```
! RIJCOSX wB97M-V def2-TZVPD def2/J DEFGRID3
* xyz 0 3
C 0.249 0.580 1.504
C -0.618 2.128 -0.562
C 0.506 -2.806 -0.634
O -2.258 0.025 0.338
O 1.567 0.128 -1.078
P -0.907 0.428 0.093
S 0.315 -0.548 -1.460
H 0.332 -0.528 1.965
H 1.261 0.608 1.091
H -0.063 1.387 2.096
H -0.279 2.691 0.265
H 0.106 2.190 -1.348
H -1.500 2.536 -0.910
H -0.328 -3.382 -1.124
H 0.084 -2.383 0.288
H 1.535 -3.055 -0.525
*
```

Values from the calculation:
- gap between HOMO and LUMO (alpha / beta) (eV) = 7.57 / 7.45
- ⟨S²⟩ = 2.0085
- energy above the lowest of the compared OMol25 structures with the same formula, charge and spin (kJ/mol) = 131.85

natural (NBO) atomic charge list, values in e, 8 entries: -1.012, -0.992, -0.618, -1.063, -0.794, 1.716, 0.723, 0.244

---

(2)
ORCA calculation (the ωB97M-V functional and the def2-TZVPD basis) on a 2-piece molecular cluster, C3H9O2S overall in a non-equilibrium geometry.

The geometry in ORCA input format:
```
! RIJCOSX wB97M-V def2-TZVPD def2/J DEFGRID3
* xyz -1 1
C -0.864 0.967 0.338
O -0.546 1.025 -0.991
C -0.721 -0.450 0.812
C 0.487 -1.197 0.109
S 0.005 -3.029 -0.338
H -0.404 1.579 1.196
H -2.015 1.150 0.468
H -1.677 -0.850 0.172
H -0.817 -0.402 1.973
H 0.934 -0.542 -0.654
H 1.290 -1.321 0.775
H -0.263 -2.758 -1.670
H 2.029 2.515 -0.351
H 0.705 1.545 -0.900
O 1.856 1.770 -0.939
*
```

Values from the calculation:
- gap between HOMO and LUMO (eV) = 7.33
- energy above the lowest of the compared OMol25 structures with the same formula, charge and spin (kJ/mol) = 179.29

natural (NBO) atomic charge list, values in e, 8 entries: -0.040, -0.879, -0.448, -0.465, -0.176, 0.096, 0.102, 0.198

---

(3)
ORCA calculation (the ωB97M-V functional and the def2-TZVPD basis) on a 2-piece molecular cluster, C3H9O2S overall in a non-equilibrium geometry.

The geometry in ORCA input format:
```
! RIJCOSX wB97M-V def2-TZVPD def2/J DEFGRID3
* xyz 1 1
C 1.870 -1.740 0.411
C -2.972 -0.095 0.048
C 0.748 1.894 -0.656
O -0.730 0.209 0.714
O 1.577 -0.495 -0.112
S 0.715 0.687 0.660
H 1.809 -2.566 -0.331
H 1.166 -2.228 1.169
H 2.862 -1.644 0.730
H -2.654 -0.085 -0.935
H -2.964 0.795 0.611
H -3.390 -0.998 0.519
H 0.882 1.241 -1.461
H 1.373 2.845 -0.453
H -0.293 2.179 -0.913
*
```

Values from the calculation:
- gap between HOMO and LUMO (alpha / beta) (eV) = 6.46 / 6.46
- energy above the lowest of the compared OMol25 structures with the same formula, charge and spin (kJ/mol) = 392.17

natural (NBO) atomic charge list, values in e, 8 entries: -0.279, 0.162, -0.864, -0.970, -0.689, 1.561, 0.216, 0.203

---

(4)
ORCA calculation (the ωB97M-V functional and the def2-TZVPD basis) on an isolated ion of composition C3H9O2S and charge +1 in a non-equilibrium geometry.

The geometry in ORCA input format:
```
! RIJCOSX wB97M-V def2-TZVPD def2/J DEFGRID3
* xyz 1 1
C 1.549 -0.723 1.630
C 0.281 0.322 -1.749
C -1.806 0.466 0.437
O 0.959 1.908 0.759
O 0.604 -0.856 0.548
S 0.024 0.477 -0.075
H 2.047 0.273 1.605
H 2.440 -1.446 1.532
H 1.099 -1.091 2.518
H -0.635 -0.261 -2.171
H 1.140 -0.181 -1.919
H 0.274 1.299 -2.205
H -1.916 -0.509 -0.082
H -2.471 1.255 0.095
H -1.663 0.582 1.462
*
```

Values from the calculation:
- gap between HOMO and LUMO (eV) = 10.28
- energy above the lowest of the compared OMol25 structures with the same formula, charge and spin (kJ/mol) = 449.11

natural (NBO) atomic charge list, values in e, 8 entries: -0.302, -0.853, -0.659, -0.680, -0.656, 1.726, 0.266, 0.233

---

(5)
ORCA calculation (the ωB97M-V functional and the def2-TZVPD basis) on a 2-piece molecular cluster, C3H9O3 overall in a non-equilibrium geometry.

The geometry in ORCA input format:
```
! RIJCOSX wB97M-V def2-TZVPD def2/J DEFGRID3
* xyz -1 1
C 0.699 0.441 -0.331
C -0.232 -0.044 0.747
O -1.618 0.368 0.428
C 2.166 0.280 0.067
O 3.055 0.381 -0.914
H 0.534 -0.147 -1.240
H 0.577 1.498 -0.593
H 0.045 0.324 1.736
H -0.358 -1.122 0.767
H -1.642 1.322 0.506
H 2.292 -0.717 0.594
H 2.272 1.064 0.923
H -2.419 -0.981 -1.587
H -2.646 -1.039 -0.167
O -2.725 -1.628 -0.935
*
```

Values from the calculation:
- gap between HOMO and LUMO (eV) = 5.78
- energy above the lowest of the compared OMol25 structures with the same formula, charge and spin (kJ/mol) = 98.07

natural (NBO) atomic charge list, values in e, 8 entries: -0.476, -0.061, -0.790, 0.017, -0.941, 0.193, 0.179, 0.157

---

(6)
ORCA calculation (the ωB97M-V functional and the def2-TZVPD basis) on one molecule with the formula C3H9O3PS in a non-equilibrium geometry.

The geometry in ORCA input format:
```
! RIJCOSX wB97M-V def2-TZVPD def2/J DEFGRID3
* xyz 0 1
C -2.311 0.276 0.556
C 0.524 -0.722 -2.486
C 1.655 0.105 2.119
O 0.388 1.838 0.289
O -1.429 0.136 -0.639
O 0.882 0.299 -1.662
P 0.153 0.528 -0.230
S 0.718 -1.075 1.038
H -1.670 0.572 1.466
H -2.711 -0.680 0.653
H -3.147 0.921 0.252
H 0.503 -1.752 -1.927
H 1.358 -0.626 -3.290
H -0.459 -0.721 -2.923
H 1.089 0.995 2.170
H 2.666 0.320 1.605
H 1.791 -0.414 3.009
*
```

Values from the calculation:
- gap between HOMO and LUMO (eV) = 10.26
- SMILES string = COP(=O)(OC)SC
- energy above the lowest of the compared OMol25 structures with the same formula, charge and spin (kJ/mol) = 91.69

natural (NBO) atomic charge list, values in e, 8 entries: -0.259, -0.254, -0.693, -1.081, -0.822, -0.795, 2.203, -0.137

---

(7)
ORCA calculation (the ωB97M-V functional and the def2-TZVPD basis) on a 3-piece molecular cluster, C3H9O4 overall in a non-equilibrium geometry.

The geometry in ORCA input format:
```
! RIJCOSX wB97M-V def2-TZVPD def2/J DEFGRID3
* xyz -1 1
O 1.011 -0.781 1.445
C 0.206 -0.216 0.741
O -0.292 0.907 0.962
C -0.115 -0.869 -0.765
C 0.599 -0.127 -1.825
H 0.240 -1.948 -0.664
H -1.210 -0.989 -0.862
H 0.246 0.911 -1.773
H 1.691 -0.187 -1.640
H 0.488 -0.508 -2.894
H 2.695 0.567 1.294
H 1.405 1.626 1.151
O 2.308 1.447 1.439
H -3.080 -0.218 1.781
H -2.695 0.414 0.610
O -3.498 -0.029 0.998
*
```

Values from the calculation:
- gap between HOMO and LUMO (eV) = 8.57
- energy above the lowest of the compared OMol25 structures with the same formula, charge and spin (kJ/mol) = 86.78

natural (NBO) atomic charge list, values in e, 8 entries: -0.749, 0.793, -0.842, -0.530, -0.614, 0.186, 0.191, 0.214

---

(8)
ORCA calculation (the ωB97M-V functional and the def2-TZVPD basis) on a 4-piece molecular cluster, C3H9O4S overall in a non-equilibrium geometry.

The geometry in ORCA input format:
```
! RIJCOSX wB97M-V def2-TZVPD def2/J DEFGRID3
* xyz -2 2
O 2.843 -0.506 -0.449
C 1.903 -1.120 0.099
O 1.684 -2.356 0.087
C 0.871 -0.272 0.906
C 0.642 1.129 0.350
S -0.892 2.090 0.693
H 1.036 -0.307 1.987
H -0.068 -0.848 0.895
H 0.817 1.090 -0.714
H 1.440 1.760 0.699
H -1.227 0.007 -0.863
H 0.432 -0.622 -2.588
H -0.739 0.223 -2.014
O -0.340 -0.122 -2.883
H -2.092 0.270 1.084
H -3.519 0.033 1.557
O -2.790 -0.448 1.155
*
```

Values from the calculation:
- gap between HOMO and LUMO (alpha / beta) (eV) = 6.06 / 6.04
- ⟨S²⟩ = 0.7573

natural (NBO) atomic charge list, values in e, 8 entries: -0.808, 0.763, -0.811, -0.550, -0.507, -0.614, 0.188, 0.215

---

(9)
ORCA calculation (the ωB97M-V functional and the def2-TZVPD basis) on one molecule with the formula C3H9OPS3 in a non-equilibrium geometry.

The geometry in ORCA input format:
```
! RIJCOSX wB97M-V def2-TZVPD def2/J DEFGRID3
* xyz 0 1
C 1.051 -0.800 -1.478
C 1.790 1.068 0.108
C 0.869 -0.107 -0.118
O -0.444 0.418 0.081
P -1.662 -0.319 1.341
S -0.695 -1.268 2.722
S -2.924 1.377 1.565
S -2.894 -1.673 0.283
H 0.802 -0.104 -2.354
H 2.003 -1.121 -1.557
H 0.403 -1.699 -1.493
H 1.308 1.906 -0.304
H 2.636 0.873 -0.462
H 2.013 1.328 1.219
H 1.133 -0.896 0.624
H -2.203 2.170 0.795
H -3.187 -1.152 -0.971
*
```

Values from the calculation:
- gap between HOMO and LUMO (eV) = 9.36
- SMILES string = CC(C)OP(=S)(S)S
- energy above the lowest of the compared OMol25 structures with the same formula, charge and spin (kJ/mol) = 0.00

natural (NBO) atomic charge list, values in e, 8 entries: -0.615, -0.615, 0.093, -0.797, 1.087, -0.436, -0.231, -0.282

---

(10)
ORCA calculation (the ωB97M-V functional and the def2-TZVPD basis) on one molecule with the formula C3H9OPSSi in a non-equilibrium geometry.

The geometry in ORCA input format:
```
! RIJCOSX wB97M-V def2-TZVPD def2/J DEFGRID3
* xyz 0 1
C -1.063 1.337 -1.107
C -0.297 0.422 1.854
C -0.777 -1.570 -0.741
O 1.547 0.028 -0.055
Si -0.081 0.108 -0.074
P 3.366 0.570 -0.012
S 4.384 -0.937 0.605
H -0.961 1.291 -2.267
H -2.105 0.996 -0.944
H -0.774 2.348 -0.943
H -1.269 0.235 2.247
H 0.371 -0.424 2.203
H 0.097 1.347 1.985
H -0.525 -2.519 -0.277
H -1.783 -1.589 -0.875
H -0.129 -1.643 -1.599
*
```

Values from the calculation:
- gap between HOMO and LUMO (eV) = 8.02
- SMILES string = C[Si](C)(C)OP=S

natural (NBO) atomic charge list, values in e, 8 entries: -1.152, -1.067, -1.102, -1.235, 1.858, 0.954, -0.350, 0.244

---

| no. | molecular weight (g/mol) |
| --- | --- |
| 1 | 140.144 |
| 2 | 109.170 |
| 3 | 109.170 |
| 4 | 109.170 |
| 5 | 93.102 |
| 6 | 156.143 |
| 7 | 109.101 |
| 8 | 141.168 |
| 9 | 188.279 |
| 10 | 152.231 |